Computed, not measured: a structure of composition C23H15F3N5Ni, with the ωB97M-V functional and the def2-TZVPD basis.

CARTESIAN COORDINATES (ANGSTROEM)
Ni -0.7865 1.3006 -0.0942
N 3.3255 0.9140 -0.1419
C 2.0319 0.6262 -0.1480
N 1.0967 1.5341 -0.0902
C 1.4355 2.8931 -0.0173
N 0.5034 3.7907 0.0459
N -0.7149 3.1557 0.0236
C -1.8224 3.7832 0.0741
C -2.9932 2.8951 0.0412
C -4.2971 3.3288 0.0911
C -5.3158 2.3792 0.0600
C -4.9859 1.0423 -0.0188
C -3.6443 0.6753 -0.0664
N -2.6730 1.5784 -0.0384
C 2.8420 3.2536 -0.0066
C 3.2757 4.5813 0.0662
C 4.6227 4.8634 0.0720
C 5.5577 3.8266 0.0057
C 5.1501 2.5115 -0.0660
C 3.7882 2.2320 -0.0714
H 3.9927 0.1590 -0.1900
H 1.7275 -0.4125 -0.2055
H -1.8757 4.8648 0.1393
H -4.5101 4.3870 0.1547
H -6.3514 2.6882 0.0983
H -5.7467 0.2760 -0.0450
H -3.3267 -0.3565 -0.1299
H 2.5358 5.3674 0.1164
H 4.9591 5.8890 0.1279
H 6.6148 4.0545 0.0107
H 5.8740 1.7078 -0.1170
F -1.5491 -7.9821 0.8506
C -0.5622 -7.4867 0.0797
F 0.5993 -7.9134 0.6135
F -0.6775 -8.0487 -1.1328
C -0.6156 -5.9849 0.0208
C -0.5174 -5.2725 1.2098
C -0.5578 -3.8918 1.1896
C -0.6977 -3.2082 -0.0212
C -0.7977 -3.9351 -1.2063
C -0.7572 -5.3203 -1.1860
C -0.7375 -1.7686 -0.0438
C -0.7796 -0.5564 -0.0632
H -0.4105 -5.8029 2.1471
H -0.4859 -3.3286 2.1104
H -0.9082 -3.4066 -2.1435
H -0.8352 -5.8830 -2.1054

- LUMO (eV) = -4.23
- energy relative to the best compared isomer or geometry (same formula, charge and spin) (eV) = 0.000
- spin multiplicity = 1
- HOMO-LUMO gap (eV) = 6.689
- charge = +1

Computed, not measured: a structure of composition C2H5FO2Sc, with the ωB97M-V functional and the def2-TZVPD basis.

CARTESIAN COORDINATES (ANGSTROEM)
O 0.5602 0.5635 -1.8758
C -0.4759 0.5434 -1.0104
O -0.0415 -0.3196 0.0855
C -0.7324 -0.1942 1.3082
Sc 1.9346 -0.4888 -0.9382
H -1.3977 0.0830 -1.4188
H -0.7100 1.5348 -0.5688
H -0.9634 -1.1935 1.7050
H -1.6657 0.3737 1.1699
H -0.0855 0.3346 2.0174
F 3.5773 -1.2369 -0.4741

- LUMO (eV) = -6.22
- spin multiplicity = 1
- HOMO-LUMO gap (eV) = 9.155
- charge = +1

Computed, not measured: a structure of composition C8H6I2NS4SbV, with the ωB97M-V functional and the def2-TZVPD basis.

CARTESIAN COORDINATES (ANGSTROEM)
V -0.1419 -0.1087 -0.0448
S 2.2574 -3.9163 -0.9878
Sb 1.2052 -2.1977 -1.9366
S -1.0497 -1.8737 -1.0001
S 1.8709 -0.0608 -0.8953
S 1.1217 -1.9293 -4.1660
C -0.9089 1.6761 -0.7072
C -2.3802 1.4571 -0.6998
C -3.1242 1.5725 0.4771
C -4.4934 1.3566 0.4811
C -5.1416 1.0186 -0.7012
C -4.4111 0.8736 -1.8825
C -3.0491 1.0840 -1.8730
C -6.5754 0.8446 -0.7198
N -7.7195 0.7221 -0.7387
H -0.5743 2.4064 0.0290
H -0.5221 1.8918 -1.7001
H -2.6205 1.8370 1.3984
H -5.0556 1.4445 1.4013
H -4.9160 0.5908 -2.7965
H -2.4786 0.9595 -2.7852
I -0.1045 0.0222 2.4877
I 0.0017 0.2929 6.3470

- LUMO (spin up / spin down) (eV) = 3.33 / 3.79
- energy relative to the best compared isomer or geometry (same formula, charge and spin) (eV) = 0.009
- spin multiplicity = 2
- HOMO-LUMO gap (spin up / spin down) (eV) = 5.205 / 5.679
- <S²> = 0.7937
- charge = -2

Computed, not measured: a structure of composition C8H8AuF9N3O8S3, with the ωB97M-V functional and the def2-TZVPD basis.

CARTESIAN COORDINATES (ANGSTROEM)
Au -1.9077 -1.2775 -0.0394
F 3.5930 0.5625 2.2040
C 2.5630 0.5222 1.3613
F 2.7848 1.4319 0.3926
F 1.4689 0.9172 2.0359
S 2.3493 -1.1577 0.6160
O 1.2017 -1.0333 -0.2303
O 3.6362 -1.3900 0.0362
N 2.1810 -2.0291 1.8990
S 0.8402 -2.5237 2.5431
O 1.0610 -2.7997 3.9295
O -0.3524 -1.8210 2.1573
C 0.6213 -4.1879 1.7747
F 0.5117 -4.0876 0.4487
F 1.6532 -4.9892 2.0554
F -0.4942 -4.7509 2.2503
F -2.7415 -4.5073 -4.3774
C -2.3795 -4.3505 -3.0985
F -1.0612 -4.1500 -3.0591
F -2.6505 -5.4885 -2.4500
S -3.2841 -2.9277 -2.3582
O -2.8940 -1.8046 -3.1720
O -4.6653 -3.3134 -2.3705
O -2.6965 -2.9394 -0.9757
N -1.4636 0.6087 0.5355
C -0.8806 1.5803 0.3246
N -0.2344 2.6968 0.1084
C 0.2954 3.5172 1.2012
C 0.1290 4.9727 0.8124
O 0.7444 5.2375 -0.4358
C 0.1505 4.4781 -1.4741
C 0.3021 2.9899 -1.2251
H 1.3516 3.2842 1.3482
H -0.2491 3.2842 2.1146
H 0.6126 5.6202 1.5421
H -0.9382 5.2264 0.7608
H 0.6562 4.7556 -2.3974
H -0.9137 4.7342 -1.5567
H 1.3520 2.6929 -1.2653
H -0.2523 2.4164 -1.9663

- LUMO (eV) = 2.20
- energy relative to the best compared isomer or geometry (same formula, charge and spin) (eV) = 0.364
- spin multiplicity = 1
- HOMO-LUMO gap (eV) = 9.101
- charge = -1

Sequential E output: -2966.95472 -1090.08206 -3735.82024 -3304.96685 a.u.